Density functional theory data (ωB97M-V/def2-TZVPD) for a structure of composition C5H8Ag5BBr4F4O3 in a non-equilibrium geometry.

Calculated values
Kohn-Sham gap = 0.2447 Ha
Lowest unoccupied orbital energy = -0.332 Eh
HOMO level = -15.69 eV
2S+1 = 1
Total charge = +2
Energy relative to the best compared isomer or geometry (same formula, charge and spin) = 33.3 kcal/mol

```
30
Properties=species:S:1:pos:R:3:forces:R:3:lowdin_charge:R:1
Ag 24.98171 -11.60435 -22.44965 -1.4830 -0.3030 -0.2756 0.77
Ag 27.30326 -16.12863 -23.49787 -0.5576 0.1591 -0.8079 0.84
Ag 27.97175 -12.36478 -23.41109 -0.0857 -0.0207 -0.6435 0.89
Ag 24.65038 -15.26655 -21.29536 -0.9927 0.1223 -0.7217 0.75
Ag 25.92872 -12.10461 -26.27525 -0.3892 -0.4054 -0.7508 0.73
C 25.46485 -14.08701 -24.28909 -4.0595 2.8153 3.1259 -1.12
O 24.72758 -13.06154 -24.29917 -1.8986 1.3835 -0.2554 -0.15
O 25.13960 -15.08147 -23.62168 -0.8145 -4.3326 2.6827 -0.16
O 26.57285 -13.97534 -24.71370 8.2800 -0.2435 -3.1047 -0.14
B 26.61959 -9.90047 -24.44770 -0.1674 5.6388 -0.9943 -1.41
F 25.40543 -10.24116 -24.90869 -2.1704 -1.3022 -1.1917 0.14
F 27.65053 -10.52315 -25.06789 1.5448 -1.4155 -1.0911 0.14
F 26.68946 -8.47839 -24.56594 0.5282 -1.9021 0.5161 0.13
F 26.65036 -10.31345 -23.13770 0.8632 -0.5832 3.0677 0.05
Br 21.51854 -15.13013 -20.67849 -0.0818 0.1643 -0.7611 0.60
C 20.60075 -14.42992 -22.31130 0.7092 1.3899 -0.8044 -0.55
C 21.43841 -13.24728 -22.96304 -0.1139 -2.2997 -0.5132 -0.69
Br 21.94657 -11.90546 -21.71614 0.6307 0.5823 0.1766 0.69
H 19.58867 -14.08610 -22.09780 0.2194 -0.1483 0.7381 0.07
H 20.50757 -15.26877 -23.00105 0.3019 0.0859 0.0804 0.07
H 20.97770 -12.79068 -23.83902 -0.6941 0.1140 0.4809 0.08
H 22.33055 -13.67822 -23.41745 0.3439 0.0868 0.4439 0.02
Br 27.90659 -17.28871 -27.20443 -0.1748 0.4841 0.0678 0.67
C 27.30553 -15.50179 -27.72671 0.7985 0.9718 0.0030 -0.73
C 25.87434 -15.51771 -28.06993 -1.0455 0.2254 0.3320 -0.59
Br 25.30992 -13.63710 -28.67159 0.5145 -1.0119 0.5146 0.66
H 27.80236 -15.14817 -28.63015 0.6756 -0.4140 0.2673 0.07
H 27.51746 -14.82366 -26.90007 0.1232 -0.1752 -0.0719 0.02
H 25.22838 -15.68716 -27.20846 -0.0595 -0.1819 -0.3030 0.05
H 25.75380 -16.26168 -28.85738 -0.7448 0.5156 -0.2070 0.08
```
Forces are in eV/Å.